A cluster of 2 separate species, C6H14N2O2 in total in a non-equilibrium geometry. Source: the Open Molecules 2025 dataset; level of theory: ωB97M-V with the def2-TZVPD basis set.

```
24
Properties=species:S:1:pos:R:3:forces:R:3
C -2.339 -1.701 -1.630 0.15 -3.47 1.28
N -1.524 -0.669 -1.152 6.73 -0.17 0.14
C -1.282 0.490 -1.896 -0.83 -0.99 2.01
C 0.043 1.202 -1.753 -1.08 2.91 1.08
O -2.245 0.996 -2.373 -1.33 1.77 -2.14
H -3.272 -1.378 -1.901 -2.25 1.30 -1.12
H -1.902 -2.297 -2.489 -0.43 0.44 1.05
H -2.642 -2.380 -0.720 1.05 0.76 -1.74
H -0.473 -1.015 -1.004 -3.40 0.34 0.36
H 0.899 0.849 -2.246 0.75 -0.59 -1.64
H -0.216 2.316 -1.969 0.81 -1.99 -0.02
H 0.455 1.171 -0.738 -0.80 0.03 -0.26
C -0.189 1.466 1.685 1.13 -0.90 2.44
N 0.911 0.588 2.199 -0.56 0.07 0.10
C 1.379 -0.338 1.265 1.76 0.07 3.23
C 2.754 -0.918 1.567 -0.48 -0.53 -0.53
O 0.762 -0.607 0.289 -0.39 -0.49 -1.72
H 0.173 2.446 1.597 0.49 1.52 -0.02
H -0.662 1.212 0.797 -0.25 -1.16 -1.56
H -0.951 1.414 2.405 -1.19 0.37 1.09
H 1.039 0.545 3.273 0.08 -0.04 -3.00
H 2.909 -0.912 2.630 0.85 0.66 0.36
H 2.869 -1.951 1.294 -0.83 -0.82 -0.18
H 3.506 -0.531 0.870 0.00 0.90 0.81
```
Positions in Å, forces in eV/Å.

**Gap between HOMO and LUMO**: 9.61 eV
**2S+1**: 1
**SMILES**: CNC(C)=O.CNC(C)=O

A cluster of 2 separate species, C6H14N2O2 in total in a non-equilibrium geometry. Source: the Open Molecules 2025 dataset; level of theory: ωB97M-V with the def2-TZVPD basis set.

```
24
Properties=species:S:1:pos:R:3:forces:R:3
C -0.978 2.154 -0.736 -0.78 0.31 -0.54
N -1.889 1.234 -1.412 1.00 -1.50 -0.32
C -1.549 -0.119 -1.411 -2.46 1.65 0.13
C -2.537 -0.986 -2.204 0.21 0.62 0.22
O -0.680 -0.528 -0.680 0.66 -0.53 -0.13
H -1.284 3.186 -0.957 0.01 -0.33 0.16
H -1.060 1.964 0.336 0.57 0.20 -0.05
H 0.028 2.019 -1.154 -0.15 -0.06 0.56
H -2.743 1.502 -1.868 0.23 0.30 -0.03
H -3.490 -0.458 -2.302 0.05 -0.05 0.17
H -2.706 -1.896 -1.631 0.16 -0.17 -0.39
H -2.208 -1.138 -3.234 0.25 -0.39 0.25
C 1.142 -0.093 3.163 -0.03 -0.21 0.63
N 1.129 -0.235 1.727 0.98 -0.39 -1.13
C 2.319 -0.531 1.083 -0.14 -0.16 0.54
C 2.345 -1.152 -0.309 -1.74 -0.61 -0.60
O 3.367 -0.368 1.680 0.37 -0.02 -0.01
H 0.268 0.474 3.454 -0.28 -0.04 0.23
H 1.173 -1.064 3.691 -0.35 0.18 -0.31
H 2.014 0.419 3.574 0.01 0.22 -0.68
H 0.267 -0.346 1.206 0.16 -0.08 0.22
H 1.314 -1.407 -0.716 1.32 0.58 0.56
H 2.872 -0.521 -1.028 -0.07 0.09 0.22
H 2.885 -2.109 -0.273 0.03 0.41 0.30
```
Positions in Å, forces in eV/Å.

**Gap between HOMO and LUMO**: 9.49 eV
**2S+1**: 1
**SMILES**: CNC(C)=O.CNC(C)=O

A cluster of 2 separate species, C6H14N2O2 in total in a non-equilibrium geometry. Source: the Open Molecules 2025 dataset; level of theory: ωB97M-V with the def2-TZVPD basis set.

```
24
Properties=species:S:1:pos:R:3:forces:R:3
C 11.938 -22.298 9.828 -0.36 -1.52 -0.80
N 12.204 -21.295 10.805 -0.58 0.49 -0.12
C 12.855 -21.689 12.038 0.09 0.31 0.14
C 11.856 -20.005 10.581 -0.05 0.03 0.67
O 12.070 -19.109 11.369 0.08 0.34 0.07
H 12.834 -22.784 9.423 0.18 0.27 0.19
H 11.369 -21.969 8.957 0.17 0.68 0.19
H 11.318 -23.129 10.192 0.13 0.20 0.46
H 12.274 -22.434 12.583 0.21 -0.50 -0.43
H 13.869 -21.985 11.772 0.03 -0.48 0.44
H 12.917 -20.877 12.760 0.03 0.41 -0.51
H 11.308 -19.823 9.651 0.07 -0.19 -0.28
C 9.749 -19.213 13.598 -0.21 -0.31 0.62
N 8.876 -18.783 12.532 0.04 -0.04 -0.37
C 7.569 -19.395 12.438 -0.23 0.06 0.76
C 9.144 -17.643 11.855 0.71 -0.39 0.41
O 8.426 -17.131 11.038 -0.62 0.44 -0.62
H 9.386 -18.801 14.545 0.16 -0.06 0.15
H 10.796 -18.958 13.459 -0.13 0.37 -0.33
H 9.737 -20.301 13.699 -0.18 -0.04 -0.15
H 7.139 -19.431 13.447 0.03 -0.25 -0.05
H 6.879 -18.786 11.862 0.31 0.04 -0.33
H 7.625 -20.408 12.040 -0.03 -0.01 -0.07
H 10.131 -17.250 12.127 0.14 0.16 -0.06
```
Positions in Å, forces in eV/Å.

**Gap between HOMO and LUMO**: 9.64 eV
**2S+1**: 1
**SMILES**: CN(C)C=O.CN(C)C=O

A structure of composition C6H14N2O2 in a non-equilibrium geometry. Source: the Open Molecules 2025 dataset; level of theory: ωB97M-V with the def2-TZVPD basis set.

```
24
Properties=species:S:1:pos:R:3:forces:R:3
C -1.339 0.838 2.255 -0.57 1.09 1.56
C -2.037 0.509 -0.105 -1.55 -0.26 -0.76
C -1.233 1.638 -0.758 3.78 3.20 -4.07
C 0.264 0.902 -0.963 -9.91 -2.28 4.78
C 2.098 -1.299 0.592 -4.29 -6.62 6.48
C 1.147 -1.704 -1.581 -8.05 -1.21 1.97
H -1.801 1.152 3.439 1.05 -0.59 -4.00
H -0.429 1.528 1.974 -1.76 -1.42 0.76
H -1.067 -0.226 2.360 0.29 0.68 -0.13
H -3.009 0.147 -0.792 2.26 1.29 2.41
H -1.023 2.646 -0.194 -0.87 -2.41 -0.44
H -1.489 2.277 -2.023 0.15 -2.63 3.85
H 1.004 1.419 -0.757 6.59 5.57 3.12
H 0.545 0.575 -1.811 0.51 -2.74 -6.73
H 1.974 -0.888 1.878 -0.78 -1.86 -3.02
H 2.608 -0.528 0.570 5.59 7.27 -2.35
H 2.736 -2.274 0.802 -1.80 1.84 -1.28
H 1.655 -2.557 -1.552 1.32 -4.21 0.46
H 1.800 -1.158 -1.983 5.17 5.48 -3.04
H 0.273 -1.769 -2.392 1.43 0.01 2.41
N 0.133 -0.230 0.034 -1.64 5.14 0.41
N 0.810 -1.293 -0.119 4.59 -5.04 -2.61
O -2.389 0.923 1.220 0.00 -0.09 0.63
O -1.228 -0.626 -0.096 -1.53 -0.19 -0.41
```
Positions in Å, forces in eV/Å.

**Gap between HOMO and LUMO**: 9.20 eV
**2S+1**: 1

A cluster of 2 separate species, C6H14N2O2 in total in a non-equilibrium geometry. Source: the Open Molecules 2025 dataset; level of theory: ωB97M-V with the def2-TZVPD basis set.

```
24
Properties=species:S:1:pos:R:3:forces:R:3
C -1.981 1.850 1.137 1.03 2.46 -4.31
N -1.031 1.266 1.987 3.68 1.59 -0.04
C -1.215 0.030 2.513 3.19 2.54 1.02
C 0.020 -0.670 2.999 0.29 -2.94 -0.65
O -2.309 -0.302 2.735 -4.30 -2.89 0.44
H -1.958 1.417 0.039 0.41 0.79 1.71
H -2.956 1.672 1.364 -2.65 -0.76 1.47
H -1.947 3.012 1.004 0.52 -2.12 0.53
H -0.069 1.703 2.077 -1.91 -0.94 -0.58
H -0.218 -1.808 2.782 0.94 2.15 0.01
H 0.992 -0.318 2.576 -0.91 -0.47 0.12
H 0.114 -0.716 4.079 -0.25 0.55 0.23
C 1.747 -2.167 -1.182 0.05 2.13 -0.88
N 1.131 -0.743 -1.396 2.45 -2.55 -2.67
C 1.269 -0.156 -2.689 -1.02 0.87 3.57
C 0.250 0.893 -3.041 -0.41 0.24 2.48
O 2.142 -0.464 -3.414 2.05 -1.21 -2.15
H 1.072 -2.905 -1.606 -0.13 -0.03 -0.10
H 2.669 -2.119 -1.858 -1.03 -0.38 1.51
H 1.883 -2.447 -0.101 0.25 0.80 -1.15
H 0.531 -0.348 -0.762 -1.79 0.74 1.60
H 0.539 1.683 -3.701 0.50 -0.01 -0.57
H -0.508 0.264 -3.429 -1.25 -0.12 -0.80
H -0.167 1.373 -2.112 0.30 -0.47 -0.79
```
Positions in Å, forces in eV/Å.

**Gap between HOMO and LUMO**: 10.14 eV
**2S+1**: 1
**SMILES**: CNC(C)=O.CNC(C)=O

Table of energy relative to the best compared isomer or geometry (same formula, charge and spin) (eV), in record order: 2.865 0.797 1.550 12.541 2.422
Table of LUMO (eV), in record order: 0.596 0.566 0.601 0.747 0.528